Entry 1:
80
Properties=species:S:1:pos:R:3:mulliken_charge:R:1 method="wB97M-V/def2-TZVPD" max_force_ev_per_a=1.6 homo_ev=-6.309 orbital_gap_ev=8.341 total_charge=-1 de_lowest_ev=0.000 total_energy_ev=-53584.605 multiplicity=1
C -0.350 0.692 -0.192 -0.426
C 0.790 -0.208 0.265 -0.220
O 0.434 -1.453 0.739 0.205
H -1.076 0.908 0.600 -0.243
H -0.918 0.270 -1.031 -0.047
H 0.041 1.667 -0.506 0.260
H 1.375 0.373 1.003 0.115
H 1.441 -0.363 -0.624 0.156
C -3.218 -1.444 1.452 -0.155
O -2.347 -2.416 0.900 -0.599
H -4.137 -1.378 0.866 0.337
H -3.475 -1.708 2.486 0.301
H -2.758 -0.450 1.445 -0.274
H -1.452 -2.150 1.166 0.119
C -0.840 0.501 3.818 -0.235
O 0.523 0.271 3.432 -0.613
H -0.858 1.198 4.649 0.325
H -1.381 0.897 2.954 -0.122
H -1.306 -0.443 4.117 0.233
H 0.470 -0.332 2.675 0.151
C -4.500 2.326 1.270 0.077
O -5.252 2.661 0.094 -0.526
H -4.475 1.256 1.474 0.050
H -3.501 2.669 1.018 -0.214
H -4.853 2.871 2.149 0.333
H -6.018 2.085 0.023 0.292
C 1.325 -3.982 3.105 -0.165
O 0.111 -3.327 2.807 -0.561
H 1.566 -3.980 4.167 0.283
H 1.234 -5.039 2.797 0.247
H 2.111 -3.626 2.441 -0.171
H 0.222 -2.669 2.092 0.276
C 1.182 -3.941 -1.853 0.276
O 1.426 -4.699 -2.787 -0.749
N 1.259 -4.287 -0.531 -0.053
N 0.682 -2.679 -2.012 0.156
H 1.526 -5.215 -0.267 0.193
H 0.882 -3.636 0.142 0.145
H 0.335 -2.362 -2.898 0.223
H 0.397 -2.111 -1.221 -0.097
C 3.813 2.825 0.867 0.588
O 3.877 3.994 0.507 -0.654
N 3.431 2.435 2.122 -0.329
N 3.996 1.787 -0.025 -0.324
H 3.165 3.189 2.727 0.222
H 3.285 1.473 2.360 0.162
H 4.083 0.835 0.283 0.143
H 4.123 2.013 -0.991 0.171
C -0.549 4.685 1.688 0.542
O -0.097 5.058 2.759 -0.669
N -1.888 4.705 1.369 -0.334
N 0.236 4.111 0.717 -0.312
H -2.546 5.312 1.816 0.197
H -2.125 4.361 0.456 0.145
H 1.224 4.094 0.904 0.208
H -0.190 3.566 -0.005 0.161
C 4.438 -2.744 0.087 0.426
O 5.488 -3.224 0.502 -0.719
N 3.404 -2.361 0.894 -0.069
N 4.169 -2.556 -1.247 -0.256
H 2.500 -2.139 0.500 -0.198
H 3.595 -2.285 1.873 0.248
H 4.748 -2.973 -1.949 0.248
H 3.203 -2.381 -1.478 0.072
C -3.851 0.588 -3.057 0.432
O -5.037 0.868 -3.177 -0.703
N -3.009 1.354 -2.279 -0.358
N -3.263 -0.453 -3.724 -0.256
H -2.106 1.041 -1.975 0.399
H -3.498 2.055 -1.751 0.179
H -2.316 -0.777 -3.608 0.207
H -3.830 -0.924 -4.404 0.198
C 0.373 0.262 -4.328 0.577
O -0.157 -0.828 -4.150 -0.752
N 0.886 0.665 -5.537 -0.445
N 0.569 1.137 -3.292 -0.252
H 1.028 1.654 -5.629 0.181
H 0.764 0.061 -6.326 0.275
H 1.164 1.943 -3.345 0.217
H 0.282 0.831 -2.378 0.150

=====

Entry 2:
96
Properties=species:S:1:pos:R:3:mulliken_charge:R:1 method="wB97M-V/def2-TZVPD" max_force_ev_per_a=2.1 homo_ev=-5.889 orbital_gap_ev=7.362 total_charge=-1 total_energy_ev=-153730.645 multiplicity=1
O 7.173 4.449 3.966 -0.601
P 6.931 3.201 3.162 0.922
O 8.074 3.168 1.931 -0.573
O 7.187 1.818 4.008 -0.462
C 5.270 3.141 2.334 0.068
C 4.268 4.318 2.721 -0.322
O 3.087 3.601 2.919 -0.601
B 3.269 2.159 2.679 0.998
Br 2.037 1.310 4.084 -0.421
O 4.720 1.974 2.878 -0.912
H 7.567 3.176 1.121 0.343
H 8.105 1.583 3.891 0.296
H 5.298 3.080 1.231 0.191
H 4.699 4.816 3.595 0.066
H 4.025 5.002 1.903 0.281
H 2.973 1.725 1.596 -0.274
C 0.286 -2.858 3.787 0.557
O -0.568 -2.421 3.025 -0.622
N 1.268 -2.079 4.307 -0.218
N 0.311 -4.172 4.168 -0.391
H 1.973 -2.418 4.930 0.126
H 1.282 -1.100 4.044 0.113
H -0.403 -4.771 3.800 0.226
H 0.995 -4.557 4.788 0.149
C -3.095 -0.640 -0.171 0.748
O -3.748 -0.295 -1.155 -0.751
N -2.391 0.243 0.595 -0.366
N -3.013 -1.933 0.234 -0.277
H -1.846 -0.025 1.399 0.121
H -2.411 1.208 0.322 0.264
H -3.516 -2.622 -0.302 0.143
H -2.480 -2.232 1.036 0.107
C -2.045 -4.352 -2.305 0.525
O -3.240 -4.463 -2.017 -0.636
N -1.339 -3.232 -2.053 -0.208
N -1.340 -5.357 -2.900 -0.354
H -0.364 -3.124 -2.280 0.157
H -1.827 -2.473 -1.613 0.128
H -1.827 -6.210 -3.097 0.221
H -0.367 -5.282 -3.134 0.168
C -0.864 2.665 -2.780 0.608
O 0.076 1.948 -3.116 -0.673
N -2.066 2.150 -2.387 -0.301
N -0.786 4.025 -2.777 -0.304
H -2.846 2.712 -2.113 0.126
H -2.166 1.149 -2.377 0.080
H 0.091 4.443 -3.055 0.356
H -1.548 4.620 -2.519 0.144
C -6.621 -5.577 -0.002 0.570
O -6.474 -6.709 0.440 -0.680
N -7.739 -4.836 0.248 -0.373
N -5.678 -4.967 -0.777 -0.343
H -7.881 -3.908 -0.101 0.173
H -8.449 -5.255 0.815 0.215
H -4.837 -5.478 -0.975 0.159
H -5.774 -4.039 -1.145 0.194
C 2.952 3.854 -3.670 0.661
O 1.988 4.596 -3.561 -0.728
N 2.820 2.550 -4.032 -0.303
N 4.227 4.275 -3.428 -0.407
H 3.590 1.920 -4.125 0.131
H 1.883 2.211 -4.184 0.242
H 4.350 5.231 -3.152 0.215
H 5.032 3.686 -3.505 0.153
C -5.889 1.035 2.805 0.623
O -5.767 -0.089 3.262 -0.644
N -7.006 1.795 3.027 -0.387
N -4.929 1.625 2.037 -0.296
H -7.132 2.718 2.665 0.150
H -7.729 1.389 3.588 0.226
H -4.091 1.096 1.851 0.239
H -5.015 2.546 1.654 0.157
C -6.698 -5.648 -4.744 0.566
O -7.846 -5.659 -4.325 -0.667
N -5.619 -5.467 -3.934 -0.150
N -6.408 -5.817 -6.072 -0.379
H -4.674 -5.452 -4.260 0.105
H -5.790 -5.338 -2.949 0.245
H -7.180 -5.951 -6.695 0.223
H -5.479 -5.811 -6.443 0.157
C 2.221 -2.858 -4.075 0.674
O 1.653 -3.263 -3.069 -0.697
N 2.230 -3.560 -5.246 -0.366
N 2.887 -1.672 -4.099 -0.385
H 2.687 -3.246 -6.079 0.158
H 1.747 -4.437 -5.259 0.199
H 2.891 -1.131 -3.253 0.213
H 3.358 -1.316 -4.907 0.151
C 7.395 7.997 6.040 0.532
O 7.361 9.191 6.322 -0.688
N 8.324 7.147 6.566 -0.336
N 6.517 7.414 5.183 -0.287
H 8.369 6.169 6.344 0.196
H 8.991 7.534 7.203 0.192
H 5.819 8.000 4.771 0.167
H 6.540 6.435 4.947 0.265

=====

Entry 3:
91
Properties=species:S:1:pos:R:3:mulliken_charge:R:1 method="wB97M-V/def2-TZVPD" max_force_ev_per_a=4.4 homo_ev=-11.701 orbital_gap_ev=8.424 total_charge=+1 total_energy_ev=-93008.325 multiplicity=1
Be 0.796 -3.589 -1.163 -0.296
N 1.550 -1.683 2.443 -0.037
S 2.571 -1.798 3.532 0.797
O 2.498 -2.800 4.524 -0.388
O 3.806 -1.145 3.502 -0.371
F -0.053 -4.722 -0.828 -0.249
S 0.573 -0.447 2.102 1.076
O 0.318 -0.477 0.720 -0.284
O 1.053 0.766 2.784 -0.757
F -0.670 -0.948 2.931 -0.244
C 1.976 2.839 -2.967 0.572
O 1.381 1.867 -3.464 -0.617
N 2.926 3.550 -3.656 -0.480
N 1.507 3.332 -1.861 -0.297
H 2.888 4.532 -3.657 0.251
H 2.964 3.230 -4.635 0.282
H 0.643 2.918 -1.556 0.111
H 1.866 4.042 -1.221 0.200
C 4.944 -6.310 1.181 0.616
O 5.034 -6.113 -0.017 -0.700
N 4.190 -7.367 1.713 -0.524
N 5.579 -5.527 2.069 -0.379
H 3.641 -7.771 0.924 0.269
H 3.667 -7.164 2.566 0.241
H 5.989 -4.658 1.752 0.218
H 5.566 -5.762 3.056 0.194
C -0.985 -1.647 -1.446 0.844
O 0.233 -2.143 -1.585 -0.296
N -1.386 -0.553 -2.043 0.023
N -1.973 -2.466 -0.946 -0.284
H -0.868 -0.012 -2.712 0.176
H -2.223 -0.037 -1.781 0.220
H -2.882 -2.044 -0.812 0.150
H -1.792 -3.321 -0.532 0.176
C -4.724 2.827 1.801 0.489
O -3.854 2.356 1.055 -0.613
N -4.489 3.227 3.095 -0.439
N -6.060 2.832 1.479 -0.427
H -3.571 3.261 3.523 0.229
H -5.260 3.690 3.528 0.157
H -6.739 2.843 2.220 0.196
H -6.274 2.409 0.586 0.250
C -2.783 3.364 -2.140 -0.290
C -2.562 4.840 -1.784 -0.535
O -2.104 4.928 -0.418 -0.520
O -1.639 2.536 -1.863 -0.204
H -3.089 3.340 -3.156 0.362
H -3.622 3.043 -1.522 -0.040
H -3.515 5.444 -1.901 0.403
H -1.770 5.224 -2.428 0.272
H -2.295 5.803 -0.092 0.296
H -1.534 2.468 -0.872 0.269
C 3.929 0.423 -4.159 -0.169
C 3.920 0.134 -2.677 -0.435
O 2.943 -0.892 -2.250 -0.621
O 4.462 -0.756 -4.728 -0.548
H 4.588 1.250 -4.464 0.304
H 2.938 0.633 -4.586 0.128
H 3.853 1.066 -2.076 0.203
H 4.921 -0.286 -2.427 0.365
H 2.063 -0.546 -2.381 0.146
H 5.406 -0.704 -4.818 0.317
C -4.879 -0.273 -0.807 -0.351
C -5.266 -1.416 0.120 -0.520
O -4.192 -2.333 0.342 -0.509
O -3.555 0.106 -0.565 -0.301
H -5.544 0.559 -0.614 0.205
H -5.039 -0.707 -1.756 0.323
H -6.151 -2.010 -0.018 0.432
H -5.532 -0.880 1.024 0.255
H -4.547 -3.215 0.495 0.300
H -3.482 0.938 -0.075 0.153
C 0.524 2.076 6.582 -0.360
C 1.277 0.809 6.598 -0.642
O 1.267 0.109 5.382 -0.342
O -0.880 1.997 6.301 -0.484
H 0.875 2.688 5.707 0.246
H 0.774 2.623 7.494 0.297
H 0.888 0.129 7.347 0.382
H 2.274 0.979 7.007 0.331
H 1.290 0.689 4.610 0.389
H -1.158 1.062 6.327 0.318
O -2.724 2.536 -5.771 -0.635
H -2.599 3.349 -6.345 0.328
H -2.455 2.867 -4.892 0.328
O 2.174 -3.233 -0.845 -0.065
H 2.651 -2.506 -1.446 0.534
H 2.833 -3.920 -0.809 0.547
O 4.084 -4.456 -2.138 -0.569
H 4.016 -4.783 -3.029 0.285
H 4.610 -5.106 -1.690 0.369

=====

Entry 4:
77
Properties=species:S:1:pos:R:3:mulliken_charge:R:1 method="wB97M-V/def2-TZVPD" smiles="NC(N)=O.NC(N)=O.NC(N)=O.NC(N)=O.CCO.CO.CO.CO.CO.CO.CO" max_force_ev_per_a=9.5 homo_ev=-8.939 orbital_gap_ev=9.223 total_charge=0 de_lowest_ev=0.792 total_energy_ev=-47628.669 multiplicity=1
N -1.364 -4.734 2.064 -0.437
C -1.129 -3.464 2.057 0.414
N -2.114 -2.920 1.363 -0.509
O -0.034 -2.783 2.706 -0.649
H -0.703 -5.334 2.514 0.337
H -2.251 -5.235 2.004 0.190
H -2.902 -3.393 0.869 0.238
H -2.163 -1.826 1.265 0.055
N -2.612 -0.299 1.214 0.398
C -3.418 -0.256 0.209 0.358
N -2.791 0.145 -0.912 -0.090
O -4.725 -0.776 0.284 -0.795
H -3.085 -0.478 2.161 0.294
H -1.686 0.129 1.190 -0.091
H -3.345 0.084 -1.811 0.283
H -2.082 0.870 -0.854 0.124
N -1.269 -1.960 -1.241 -0.109
C -0.330 -1.921 -2.151 0.328
N 0.241 -3.108 -2.294 -0.426
O -0.142 -0.798 -3.074 -0.828
H -1.773 -0.995 -1.176 0.106
H -1.265 -2.463 -0.341 0.374
H 1.237 -3.069 -2.552 0.414
H -0.004 -3.751 -1.545 0.233
N -0.126 1.775 -3.701 -0.344
C -0.856 2.647 -3.018 0.300
N -0.757 3.848 -3.412 -0.322
O -1.485 2.422 -1.841 -0.734
H -0.157 0.818 -3.419 0.377
H 0.448 2.064 -4.558 0.236
H -1.151 4.681 -2.933 0.288
H -0.070 4.279 -4.138 0.233
C 1.416 0.213 -0.002 -1.285
C 0.731 0.340 1.356 0.419
O -0.212 1.356 1.149 -0.377
H 1.980 -0.675 -0.052 0.533
H 1.916 1.153 -0.256 0.359
H 0.593 0.036 -0.691 0.159
H 1.474 0.604 2.175 0.301
H 0.200 -0.601 1.637 -0.166
H 0.300 2.131 0.840 0.152
C 2.030 -3.636 0.562 -0.527
O 3.193 -3.326 -0.129 -0.578
H 2.286 -4.125 1.531 0.356
H 1.588 -4.514 0.139 0.318
H 1.313 -2.850 0.771 0.041
H 2.963 -3.185 -1.004 0.350
C -0.736 2.782 4.034 -0.558
O -1.733 2.338 3.103 -0.545
H -1.014 3.519 4.768 0.359
H 0.165 3.146 3.494 0.173
H -0.311 1.870 4.521 0.177
H -1.320 2.178 2.285 0.319
C 3.450 -1.252 -2.736 -0.611
O 2.922 -2.553 -2.847 -0.543
H 4.437 -1.269 -2.263 0.368
H 2.680 -0.638 -2.245 -0.063
H 3.652 -0.785 -3.653 0.524
H 3.416 -3.007 -3.577 0.251
C 0.073 4.580 0.731 -0.416
O 1.098 3.677 0.564 -0.564
H 0.304 5.476 1.296 0.297
H -0.762 4.170 1.348 0.172
H -0.374 4.904 -0.170 0.100
H 1.363 3.772 -0.344 0.317
C -1.888 -0.827 4.344 -0.413
O -3.172 -0.605 3.785 -0.562
H -1.670 -0.293 5.299 0.365
H -1.151 -0.482 3.646 -0.010
H -1.687 -1.872 4.397 0.281
H -3.867 -0.688 4.440 0.290
C 3.389 2.391 -2.946 -0.890
O 2.319 3.000 -2.234 -0.448
H 4.016 3.214 -3.113 0.361
H 3.078 1.860 -3.840 0.318
H 3.880 1.600 -2.416 0.304
H 1.544 2.680 -2.605 0.344

=====

Entry 5:
88
Properties=species:S:1:pos:R:3:mulliken_spin:R:1 method="wB97M-V/def2-TZVPD" max_force_ev_per_a=6.9 homo_ev="0.264 / -6.841" orbital_gap_ev="1.597 / 8.621" total_charge=-1 de_lowest_ev=0.000 s2=0.75 total_energy_ev=-61637.619 multiplicity=2
C -2.318 0.763 3.462 0.001
O -2.231 2.103 3.882 -0.012
H -2.990 0.176 4.087 0.002
H -2.437 0.533 2.403 0.002
H -1.302 0.394 3.603 0.003
H -2.105 2.017 4.830 0.005
C -5.414 -1.621 2.307 0.000
O -4.129 -2.115 2.236 0.001
H -5.981 -2.063 3.126 0.000
H -5.491 -0.536 2.381 0.001
H -5.953 -1.878 1.395 0.000
H -3.678 -2.039 1.392 0.000
C 1.929 -3.025 -0.621 -0.126
O 2.560 -3.200 -1.887 -0.036
H 0.847 -2.892 -0.600 0.027
H 2.205 -3.901 -0.034 0.015
H 2.326 -2.105 -0.192 -0.007
H 1.994 -3.688 -2.490 0.012
C 3.141 0.721 5.034 0.043
O 1.771 0.533 4.640 -0.090
H 3.680 -0.168 5.362 -0.006
H 3.689 1.169 4.205 0.011
H 3.075 1.456 5.836 -0.019
H 1.629 -0.271 4.135 -0.002
C 1.809 -0.442 -4.824 0.187
O 2.956 0.034 -4.736 -0.085
N 1.160 -0.723 -5.892 0.001
N 1.019 -0.685 -3.836 -0.143
H 0.191 -1.008 -5.890 -0.005
H 1.560 -0.340 -6.736 -0.009
H 0.058 -0.957 -3.985 0.029
H 1.304 -0.373 -2.918 0.048
C -0.590 -0.743 0.344 0.160
O -1.560 -1.391 0.824 0.014
N -0.486 -0.320 -0.917 -0.096
N 0.442 -0.391 1.101 -0.369
H 0.249 0.183 -1.393 0.029
H -1.242 -0.517 -1.557 -0.011
H 0.505 -0.836 2.006 0.019
H 1.304 -0.036 0.713 0.029
C 1.972 2.246 -1.450 2.187
O 1.363 1.235 -1.343 -1.390
N 2.313 2.865 -0.333 -0.357
N 2.533 2.624 -2.569 0.022
H 2.021 2.573 0.588 0.156
H 2.946 3.638 -0.484 -0.332
H 2.365 2.009 -3.352 0.117
H 3.383 3.167 -2.628 -0.161
C 4.464 1.332 1.513 6.761
O 3.585 0.561 1.725 -3.731
N 4.539 2.432 2.183 -0.168
N 5.525 1.135 0.749 -0.524
H 5.144 3.188 1.894 -0.490
H 3.635 2.690 2.552 -0.095
H 5.625 0.270 0.238 -0.169
H 6.236 1.846 0.850 -0.412
C -2.495 3.326 -0.042 0.089
O -2.561 3.838 -1.182 -0.039
N -2.942 3.854 1.045 -0.004
N -1.983 2.158 0.258 -0.054
H -2.823 3.420 1.949 0.002
H -3.344 4.757 0.836 -0.002
H -1.614 1.517 -0.431 -0.014
H -1.858 1.912 1.230 0.008
C -4.229 -2.675 -1.757 0.030
O -4.185 -3.710 -1.123 -0.004
N -3.374 -1.768 -1.695 -0.038
N -5.311 -2.264 -2.458 -0.002
H -2.627 -2.043 -1.073 0.001
H -3.383 -0.977 -2.324 0.005
H -5.298 -1.413 -3.002 -0.001
H -6.111 -2.878 -2.394 0.000
C 2.450 -2.599 3.390 0.068
O 1.548 -1.766 3.354 -0.080
N 2.227 -3.814 3.817 0.001
N 3.622 -2.472 2.873 -0.022
H 1.475 -3.803 4.491 0.010
H 2.997 -4.462 3.738 -0.005
H 3.793 -1.623 2.354 -0.024
H 4.026 -3.353 2.589 0.002
C -2.235 1.049 -4.057 0.221
O -1.979 0.175 -3.275 -0.109
N -2.046 0.922 -5.348 0.003
N -2.725 2.253 -3.756 -0.037
H -2.335 1.572 -6.064 -0.023
H -1.821 -0.027 -5.610 -0.016
H -2.815 2.482 -2.777 0.001
H -3.187 2.780 -4.484 -0.006